{"formula": "C34H96N6O11", "method": "ωB97M-V with the def2-TZVPD basis set", "elements": ["C", "C", "C", "O", "C", "N", "H", "H", "H", "H", "H", "H", "H", "H", "H", "H", "H", "C", "C", "C", "O", "C", "N", "H", "H", "H", "H", "H", "H", "H", "H", "H", "H", "H", "C", "C", "C", "O", "C", "N", "H", "H", "H", "H", "H", "H", "H", "H", "H", "H", "H", "C", "C", "C", "O", "C", "N", "H", "H", "H", "H", "H", "H", "H", "H", "H", "H", "H", "C", "C", "C", "O", "C", "N", "H", "H", "H", "H", "H", "H", "H", "H", "H", "H", "H", "C", "C", "C", "O", "C", "N", "H", "H", "H", "H", "H", "H", "H", "H", "H", "H", "H", "C", "C", "O", "H", "H", "H", "H", "H", "H", "C", "C", "O", "H", "H", "H", "H", "H", "H", "C", "C", "O", "H", "H", "H", "H", "H", "H", "C", "C", "O", "H", "H", "H", "H", "H", "H", "C", "C", "O", "H", "H", "H", "H", "H", "H"], "positions_angstrom": [[4.21293, 3.04651, 3.92003], [2.76568, 3.24967, 3.66193], [2.27409, 4.71011, 3.94442], [2.26616, 4.97148, 5.28466], [2.06282, 6.38010, 5.57168], [2.03517, 2.61343, 2.60867], [4.32906, 3.66937, 4.80697], [4.88040, 3.37476, 3.12326], [4.55819, 2.03942, 4.15386], [2.21685, 2.70400, 4.42947], [1.26103, 4.89139, 3.58532], [2.82818, 5.39067, 3.29795], [2.88254, 7.03501, 5.27632], [1.90191, 6.66066, 6.61259], [1.12297, 6.69626, 5.11910], [1.12433, 3.03364, 2.72655], [2.09726, 1.61320, 2.73432], [-0.03671, -5.68235, 0.46660], [-0.21524, -4.60899, 1.57127], [1.09146, -3.88596, 2.00532], [2.01683, -4.77951, 2.71170], [3.17873, -5.15563, 1.96626], [-1.28598, -3.75047, 1.16231], [0.29083, -5.14839, -0.42543], [-0.90316, -6.29727, 0.22324], [0.75745, -6.34806, 0.80460], [-0.56208, -5.21731, 2.40658], [0.89648, -3.08277, 2.71594], [1.37655, -3.34760, 1.10144], [2.89513, -5.82664, 1.15544], [3.80954, -5.68036, 2.68379], [3.67384, -4.24381, 1.63229], [-0.96974, -3.01013, 0.55240], [-1.62832, -3.17687, 1.91986], [3.34272, 0.58667, -1.47038], [3.95669, 0.22372, -0.04986], [3.09794, -0.62540, 0.85992], [3.55076, -0.42419, 2.19773], [3.02323, -1.14465, 3.28578], [5.13844, -0.53317, -0.36186], [2.56265, 1.34170, -1.37284], [2.90235, -0.30440, -1.91778], [4.08344, 1.00912, -2.14933], [4.33227, 1.08035, 0.50980], [3.23654, -1.69362, 0.69324], [2.07009, -0.28114, 0.97446], [3.00042, -2.23432, 3.27163], [1.99324, -0.79906, 3.37410], [3.58536, -0.72825, 4.12167], [4.89516, -1.24463, -1.03620], [5.39014, -1.02815, 0.48179], [0.17044, -4.84190, -5.17462], [-0.69165, -5.01403, -3.86019], [-0.60538, -6.46670, -3.22589], [0.71544, -6.75889, -2.81743], [0.79026, -8.10718, -2.26487], [-0.20189, -4.03127, -2.91773], [-0.00109, -3.92688, -5.74155], [-0.20332, -5.64488, -5.80994], [1.21802, -5.13847, -5.12240], [-1.73402, -4.76962, -4.06472], [-0.70995, -7.20666, -4.01938], [-1.35109, -6.72059, -2.47253], [0.25950, -8.93176, -2.74076], [0.34144, -8.06086, -1.27264], [1.84153, -8.39513, -2.26014], [-0.78213, -4.05181, -2.09130], [0.71601, -4.34631, -2.63788], [-1.44737, 4.65536, 1.91430], [-1.76873, 3.96276, 3.22667], [-3.12654, 3.30370, 3.35904], [-4.09673, 4.26360, 2.93872], [-5.46737, 3.78639, 2.98460], [-0.66018, 3.08047, 3.39170], [-1.56861, 4.09424, 0.98772], [-0.45226, 5.09789, 1.95916], [-2.14388, 5.48881, 1.82304], [-1.66272, 4.72624, 3.99735], [-3.36733, 2.72437, 4.25038], [-3.16843, 2.46242, 2.66723], [-5.59574, 2.93595, 2.31500], [-6.28301, 4.44448, 2.68500], [-5.74936, 3.52069, 4.00342], [-0.68603, 2.41182, 2.63517], [-0.77478, 2.57442, 4.25824], [-4.26633, -1.81917, 3.18028], [-3.56343, -1.06014, 2.02133], [-4.57700, -0.05176, 1.32895], [-4.00127, 0.79414, 0.37481], [-4.85763, 1.57600, -0.35099], [-2.55187, -0.24294, 2.49254], [-4.59918, -1.12905, 3.95555], [-3.48606, -2.47663, 3.56372], [-5.11772, -2.38274, 2.79867], [-3.02531, -1.67363, 1.29872], [-4.99179, 0.58286, 2.11209], [-5.37098, -0.61484, 0.83840], [-5.29156, 2.36598, 0.26198], [-5.71969, 1.04830, -0.75902], [-4.35405, 2.05647, -1.18983], [-2.88884, 0.51489, 3.06894], [-2.23206, 0.32597, 1.72172], [-3.33779, -0.66215, -4.20066], [-2.76713, -1.92212, -5.00591], [-3.84913, -2.19836, -5.91281], [-2.66062, -0.41730, -3.38237], [-4.33981, -0.79609, -3.79310], [-3.36572, 0.15944, -4.91641], [-2.64651, -2.69957, -4.25150], [-1.82860, -1.62026, -5.47080], [-4.03275, -1.45366, -6.49013], [-0.58777, 2.86555, -2.97910], [0.15702, 3.75423, -3.93544], [-0.39861, 3.75334, -5.28613], [-0.18451, 2.83953, -1.96677], [-0.52324, 1.85368, -3.37918], [-1.65520, 3.08188, -3.02257], [1.24577, 3.75819, -3.88340], [0.05930, 4.82249, -3.74208], [-0.43996, 2.84800, -5.60277], [0.87324, -0.53193, -4.16599], [1.93568, -1.21156, -5.03810], [2.21927, -0.27193, -6.03605], [0.85713, -1.01383, -3.18844], [-0.05706, -0.73200, -4.69761], [1.20988, 0.50086, -4.07583], [1.65500, -2.23298, -5.29509], [2.84550, -1.33605, -4.45089], [3.01388, -0.57785, -6.47945], [-0.54339, 0.89579, 0.30043], [-0.80420, -0.01844, -0.91566], [-0.57553, -1.40282, -0.53165], [-1.47369, 1.37990, 0.59753], [0.17232, 1.71225, 0.20434], [-0.07217, 0.38979, 1.14305], [-0.11598, 0.27045, -1.71002], [-1.85692, 0.12487, -1.15924], [-0.60079, -1.83516, -1.38841], [1.97805, 5.61138, -0.00475], [2.61659, 4.21374, -0.44155], [3.60892, 3.77029, 0.43704], [1.30389, 5.92772, -0.80070], [2.84383, 6.26896, 0.07343], [1.60184, 5.79537, 1.00159], [3.20739, 4.34277, -1.34842], [1.88045, 3.43509, -0.64126], [3.20777, 3.58574, 1.28946]], "homo_lumo_gap_ev": [8.59, 3.49], "spin_multiplicity": 2, "e_lumo_ev": [-2.3, -7.4], "total_charge": 1}